The following is a quantum chemistry calculation of one molecule with the formula C19H27N3O4S in a non-equilibrium geometry, from OMol25.

Calculated values
SMILES	CCCCNC(=O)[C@@H]1Cc2cc(S(=O)(=O)N3CCCC3)ccc2N1C(C)=O
gap between HOMO and LUMO	9.31	eV
spin multiplicity	1
lowest unoccupied orbital energy	0.54	eV
highest occupied orbital energy	-8.77	eV
total charge	0

Atoms and positions in Å:
C1 3.68 1.22 4.60
C2 2.90 0.24 3.74
C3 2.19 -0.81 4.59
H1 1.45 -0.32 5.24
C4 1.48 -1.88 3.76
N1 0.47 -1.32 2.90
C5 -0.82 -1.23 3.26
O1 -1.30 -1.73 4.25
C6 -1.69 -0.45 2.25
N2 -0.98 0.72 1.74
C7 -0.64 1.82 2.50
O2 0.05 2.71 2.06
C8 -1.21 1.83 3.89
H2 -0.81 2.70 4.41
H3 -2.29 1.91 3.86
H4 -0.94 0.93 4.45
C9 -0.62 0.52 0.40
C10 0.16 1.32 -0.42
C11 0.39 0.89 -1.71
C12 -0.16 -0.30 -2.17
C13 -0.95 -1.09 -1.36
C14 -1.17 -0.68 -0.06
C15 -1.98 -1.33 1.02
H5 -1.69 -2.36 1.19
H6 -3.05 -1.32 0.76
H7 -1.35 -2.01 -1.75
S1 0.18 -0.80 -3.85
O3 1.59 -0.79 -4.07
O4 -0.54 -2.01 -4.12
N3 -0.47 0.53 -4.68
C16 -1.90 0.43 -4.82
H8 -2.31 1.44 -4.85
H9 -2.31 -0.09 -3.95
C17 -2.16 -0.32 -6.14
H10 -2.41 -1.36 -5.94
H11 -2.97 0.14 -6.70
C18 -0.82 -0.24 -6.90
H12 -0.36 -1.22 -6.96
H13 -0.93 0.16 -7.90
C19 0.05 0.68 -6.02
H14 -0.06 1.73 -6.31
H15 1.11 0.41 -6.02
H16 1.00 1.46 -2.39
H17 0.58 2.24 -0.05
H18 -2.61 -0.15 2.76
H19 0.79 -0.83 2.08
H20 2.20 -2.42 3.14
H21 0.98 -2.59 4.42
H22 2.92 -1.31 5.23
H23 3.58 -0.26 3.04
H24 2.16 0.80 3.15
H25 4.16 1.97 3.98
H26 3.01 1.73 5.29
H27 4.44 0.70 5.18